Entry 1:
{"formula": "CH4N4", "method": "ωB97M-V/def2-TZVPD", "e_homo_ev": [-8.5, -8.5], "charge": 0, "smiles": "[H]/N=N/N=N/C", "species": ["H", "N", "N", "N", "N", "C", "H", "H", "H"], "xyz": [[0.50, -1.52, 3.10], [-0.15, -1.64, 2.40], [-0.04, -0.81, 1.52], [-0.22, -0.45, 0.41], [-0.54, 0.82, -0.20], [0.01, 0.88, -1.57], [0.65, 1.85, -1.65], [-0.79, 0.89, -2.21], [0.58, -0.02, -1.80]], "mulliken_charge": [0.241, -0.697, 0.520, 0.059, -0.292, -0.588, 0.194, 0.246, 0.316]}



Entry 2:
{"formula": "C90H190N10O10", "method": "ωB97M-V/def2-TZVPD", "e_homo_ev": -7.7, "charge": 0, "smiles": "CC1(C)CCCC(C)(C)N1O.CC1(C)CCCC(C)(C)N1O.CC1(C)CCCC(C)(C)N1O.CC1(C)CCCC(C)(C)N1O.CC1(C)CCCC(C)(C)N1O.CC1(C)CCCC(C)(C)N1O.CC1(C)CCCC(C)(C)N1O.CC1(C)CCCC(C)(C)N1O.CC1(C)CCCC(C)(C)N1O.CC1(C)CCCC(C)(C)N1O", "species": ["C", "C", "C", "C", "C", "C", "C", "C", "C", "N", "O", "H", "H", "H", "H", "H", "H", "H", "H", "H", "H", "H", "H", "H", "H", "H", "H", "H", "H", "H", "C", "C", "C", "C", "C", "C", "C", "C", "C", "N", "O", "H", "H", "H", "H", "H", "H", "H", "H", "H", "H", "H", "H", "H", "H", "H", "H", "H", "H", "H", "C", "C", "C", "C", "C", "C", "C", "C", "C", "N", "O", "H", "H", "H", "H", "H", "H", "H", "H", "H", "H", "H", "H", "H", "H", "H", "H", "H", "H", "H", "C", "C", "C", "C", "C", "C", "C", "C", "C", "N", "O", "H", "H", "H", "H", "H", "H", "H", "H", "H", "H", "H", "H", "H", "H", "H", "H", "H", "H", "H", "C", "C", "C", "C", "C", "C", "C", "C", "C", "N", "O", "H", "H", "H", "H", "H", "H", "H", "H", "H", "H", "H", "H", "H", "H", "H", "H", "H", "H", "H", "C", "C", "C", "C", "C", "C", "C", "C", "C", "N", "O", "H", "H", "H", "H", "H", "H", "H", "H", "H", "H", "H", "H", "H", "H", "H", "H", "H", "H", "H", "C", "C", "C", "C", "C", "C", "C", "C", "C", "N", "O", "H", "H", "H", "H", "H", "H", "H", "H", "H", "H", "H", "H", "H", "H", "H", "H", "H", "H", "H", "C", "C", "C", "C", "C", "C", "C", "C", "C", "N", "O", "H", "H", "H", "H", "H", "H", "H", "H", "H", "H", "H", "H", "H", "H", "H", "H", "H", "H", "H", "C", "C", "C", "C", "C", "C", "C", "C", "C", "N", "O", "H", "H", "H", "H", "H", "H", "H", "H", "H", "H", "H", "H", "H", "H", "H", "H", "H", "H", "H", "C", "C", "C", "C", "C", "C", "C", "C", "C", "N", "O", "H", "H", "H", "H", "H", "H", "H", "H", "H", "H", "H", "H", "H", "H", "H", "H", "H", "H", "H"], "xyz": [[1.85, -15.04, -12.58], [2.51, -14.27, -11.37], [1.95, -12.91, -10.96], [2.43, -15.20, -10.18], [3.36, -14.92, -9.09], [4.71, -15.02, -9.65], [5.10, -14.09, -10.86], [5.48, -12.61, -10.40], [6.38, -14.72, -11.59], [3.91, -14.13, -11.74], [4.19, -13.35, -12.87], [2.50, -15.49, -13.32], [1.14, -15.80, -12.24], [1.15, -14.39, -13.11], [0.89, -13.05, -10.80], [2.31, -12.54, -10.00], [2.02, -12.11, -11.70], [1.44, -15.29, -9.72], [2.58, -16.19, -10.62], [3.22, -13.91, -8.70], [3.29, -15.72, -8.35], [4.98, -16.06, -9.82], [5.24, -14.77, -8.73], [6.42, -12.58, -9.85], [4.72, -12.07, -9.83], [5.56, -11.92, -11.24], [5.99, -15.56, -12.16], [7.22, -15.07, -10.99], [6.82, -14.03, -12.31], [4.57, -13.97, -13.49], [4.33, -14.91, -4.22], [3.89, -16.42, -4.41], [3.53, -16.69, -5.90], [5.19, -17.35, -4.19], [4.84, -18.83, -3.99], [3.76, -19.03, -2.80], [2.48, -18.18, -3.10], [1.73, -18.76, -4.32], [1.49, -18.27, -1.87], [2.80, -16.74, -3.44], [1.70, -15.93, -3.56], [5.13, -14.84, -3.48], [4.69, -14.44, -5.14], [3.63, -14.26, -3.71], [2.53, -16.32, -6.10], [4.14, -16.20, -6.65], [3.34, -17.72, -6.23], [5.87, -17.09, -5.01], [5.74, -16.96, -3.34], [4.35, -19.23, -4.88], [5.74, -19.42, -3.86], [4.19, -18.88, -1.81], [3.56, -20.10, -2.86], [0.81, -19.30, -4.11], [2.19, -19.55, -4.91], [1.39, -17.94, -4.96], [1.11, -19.28, -1.71], [0.72, -17.49, -1.92], [2.00, -17.96, -0.96], [1.65, -15.52, -2.69], [9.26, -25.88, -5.55], [7.89, -25.25, -5.29], [6.93, -26.46, -5.08], [8.05, -24.45, -3.98], [6.87, -23.37, -3.79], [6.59, -22.54, -4.97], [6.32, -23.31, -6.23], [4.89, -23.87, -6.39], [6.33, -22.09, -7.38], [7.42, -24.35, -6.40], [7.30, -25.08, -7.55], [9.94, -25.08, -5.84], [9.70, -26.33, -4.67], [9.24, -26.62, -6.35], [6.63, -27.02, -5.97], [7.31, -27.34, -4.57], [5.95, -26.30, -4.63], [7.72, -25.07, -3.15], [9.06, -24.14, -3.71], [5.92, -23.86, -3.58], [7.11, -22.94, -2.81], [7.38, -21.78, -5.06], [5.70, -22.06, -4.57], [4.72, -24.81, -5.87], [4.66, -24.07, -7.44], [4.13, -23.25, -5.92], [5.45, -21.45, -7.33], [6.35, -22.59, -8.35], [7.31, -21.61, -7.43], [7.84, -24.61, -8.19], [9.73, -10.79, -4.42], [8.18, -11.04, -4.64], [7.79, -12.48, -4.23], [7.47, -10.09, -3.63], [6.03, -9.88, -3.79], [5.86, -9.39, -5.23], [6.35, -10.39, -6.26], [5.30, -11.57, -6.32], [6.52, -9.62, -7.60], [7.77, -10.78, -6.00], [8.48, -11.65, -6.96], [9.85, -9.74, -4.70], [10.07, -10.83, -3.39], [10.31, -11.44, -5.07], [7.94, -13.16, -5.07], [8.30, -12.69, -3.30], [6.70, -12.58, -4.20], [7.58, -10.48, -2.62], [7.79, -9.05, -3.69], [5.52, -10.82, -3.58], [5.44, -9.27, -3.10], [6.32, -8.42, -5.40], [4.78, -9.27, -5.21], [4.56, -11.35, -7.09], [4.65, -11.80, -5.48], [5.76, -12.44, -6.78], [7.18, -8.76, -7.48], [5.56, -9.41, -8.07], [7.23, -10.16, -8.24], [9.28, -11.13, -7.01], [-1.77, -24.60, -6.19], [-0.21, -24.18, -6.02], [0.13, -23.39, -7.34], [-0.14, -23.17, -4.86], [-0.38, -23.94, -3.46], [0.78, -24.88, -3.35], [0.91, -25.89, -4.54], [2.17, -26.62, -4.16], [-0.30, -26.98, -4.30], [0.83, -25.14, -5.79], [0.76, -26.15, -6.81], [-2.37, -23.93, -5.58], [-2.00, -24.46, -7.25], [-2.00, -25.65, -5.99], [0.28, -24.01, -8.23], [-0.66, -22.74, -7.71], [1.06, -22.83, -7.27], [0.84, -22.70, -4.87], [-0.86, -22.36, -4.98], [-0.43, -23.09, -2.77], [-1.33, -24.49, -3.45], [0.84, -25.37, -2.38], [1.61, -24.22, -3.08], [1.91, -27.37, -3.41], [3.06, -26.16, -3.72], [2.66, -26.91, -5.09], [-1.24, -26.47, -4.07], [-0.09, -27.63, -3.45], [-0.37, -27.67, -5.14], [1.67, -26.37, -7.05], [-2.86, -19.79, -2.40], [-3.50, -19.03, -3.63], [-4.88, -18.46, -3.11], [-2.45, -17.93, -4.04], [-2.72, -17.30, -5.44], [-2.81, -18.47, -6.40], [-3.72, -19.71, -6.13], [-5.14, -19.42, -6.55], [-3.14, -20.95, -6.90], [-3.55, -19.96, -4.72], [-4.02, -21.28, -4.41], [-2.75, -19.09, -1.57], [-3.67, -20.39, -1.97], [-2.04, -20.47, -2.62], [-5.46, -17.98, -3.89], [-5.48, -19.19, -2.56], [-4.75, -17.68, -2.36], [-2.55, -17.33, -3.13], [-1.53, -18.51, -4.08], [-3.63, -16.70, -5.36], [-1.98, -16.60, -5.83], [-1.77, -18.80, -6.37], [-2.91, -18.11, -7.42], [-5.36, -19.45, -7.61], [-5.47, -18.46, -6.14], [-5.64, -20.22, -6.00], [-2.14, -21.18, -6.54], [-2.92, -20.71, -7.94], [-3.85, -21.78, -6.83], [-3.19, -21.77, -4.37], [12.92, -17.96, -5.22], [11.39, -18.16, -5.16], [10.97, -19.64, -4.96], [10.79, -17.52, -3.87], [9.31, -17.06, -3.86], [8.89, -16.44, -5.14], [9.31, -17.24, -6.47], [8.32, -18.44, -6.68], [9.15, -16.18, -7.65], [10.71, -17.67, -6.41], [11.27, -18.19, -7.51], [13.22, -18.88, -5.73], [13.27, -17.11, -5.80], [13.43, -18.03, -4.25], [10.95, -20.21, -5.89], [11.62, -20.21, -4.29], [9.91, -19.67, -4.74], [10.82, -18.23, -3.04], [11.45, -16.78, -3.43], [8.74, -17.98, -4.02], [8.91, -16.53, -3.00], [9.42, -15.51, -4.95], [7.81, -16.42, -5.06], [8.74, -19.12, -7.43], [7.54, -18.04, -7.34], [7.77, -18.86, -5.84], [8.22, -15.63, -7.51], [9.00, -16.69, -8.60], [9.89, -15.38, -7.65], [11.57, -17.39, -7.94], [-0.59, -19.88, 5.38], [-1.30, -21.00, 4.57], [-1.12, -22.28, 5.39], [-2.91, -20.73, 4.59], [-3.31, -19.56, 3.60], [-2.65, -19.74, 2.20], [-1.14, -20.04, 2.24], [-0.60, -20.38, 0.80], [-0.35, -18.71, 2.50], [-0.72, -21.11, 3.20], [0.60, -21.50, 3.16], [-0.47, -20.02, 6.45], [0.33, -19.52, 4.92], [-1.10, -18.92, 5.31], [-1.32, -23.22, 4.87], [-0.03, -22.41, 5.38], [-1.41, -22.24, 6.44], [-3.35, -21.70, 4.34], [-3.09, -20.43, 5.62], [-4.40, -19.51, 3.60], [-2.96, -18.76, 4.25], [-2.79, -18.72, 1.84], [-3.15, -20.52, 1.61], [-0.99, -21.34, 0.45], [0.48, -20.49, 0.80], [-0.88, -19.63, 0.06], [-0.35, -18.32, 3.52], [-0.62, -17.95, 1.76], [0.72, -18.84, 2.35], [0.42, -22.43, 3.01], [-0.97, -12.95, 0.10], [0.09, -13.82, -0.74], [0.57, -15.08, 0.17], [-0.83, -14.55, -1.80], [-1.33, -13.68, -2.94], [-0.17, -13.02, -3.59], [0.69, -12.12, -2.60], [1.95, -11.61, -3.42], [-0.07, -10.92, -2.17], [1.11, -13.05, -1.46], [1.96, -12.48, -0.42], [-1.71, -13.40, 0.76], [-0.49, -12.22, 0.76], [-1.60, -12.28, -0.49], [1.36, -14.74, 0.84], [-0.19, -15.44, 0.85], [1.17, -15.86, -0.30], [-0.27, -15.35, -2.28], [-1.64, -14.90, -1.17], [-1.90, -14.15, -3.74], [-2.01, -12.84, -2.77], [-0.51, -12.37, -4.40], [0.55, -13.75, -3.97], [2.77, -12.28, -3.19], [2.22, -10.59, -3.12], [1.87, -11.63, -4.51], [-1.15, -11.02, -2.26], [0.12, -10.18, -2.95], [0.22, -10.44, -1.23], [2.84, -12.50, -0.80], [8.67, -13.78, 0.17], [7.58, -13.72, 1.27], [8.10, -13.25, 2.64], [6.45, -12.82, 0.79], [5.47, -13.29, -0.18], [4.78, -14.46, 0.35], [5.85, -15.63, 0.75], [5.11, -16.75, 1.58], [6.44, -16.19, -0.59], [6.95, -15.08, 1.66], [7.83, -16.03, 2.21], [9.26, -14.65, 0.45], [8.34, -13.79, -0.87], [9.29, -12.89, 0.31], [7.40, -13.55, 3.42], [9.06, -13.71, 2.88], [8.19, -12.17, 2.59], [5.91, -12.54, 1.69], [6.88, -11.91, 0.37], [4.86, -12.43, -0.45], [6.15, -13.66, -0.95], [4.21, -14.92, -0.46], [4.13, -14.19, 1.18], [4.22, -17.07, 1.04], [4.86, -16.37, 2.57], [5.68, -17.63, 1.90], [7.27, -16.82, -0.29], [6.84, -15.54, -1.38], [5.67, -16.85, -1.00], [7.82, -15.92, 3.16]], "mulliken_charge": [-1.833, 1.587, -1.788, -1.865, 0.712, -1.071, 1.680, -1.730, -1.877, 0.482, -0.495, 0.331, 0.386, 0.418, 0.477, 0.270, 0.396, 0.516, 0.527, 0.093, -0.204, 0.391, 0.136, 0.434, 0.212, 0.445, 0.507, 0.223, 0.415, 0.338, -0.092, 2.564, -2.419, -0.359, -0.862, -1.666, 2.650, -1.485, -2.037, 1.150, 0.281, -0.137, 0.053, -1.279, 0.813, 0.044, 0.204, 0.161, -0.341, -0.041, 0.792, 0.348, 0.506, 0.124, 0.148, 0.117, 0.685, 0.108, -0.175, -0.226, -2.113, 1.911, -1.895, -1.234, -1.250, 0.352, 1.724, -1.674, -1.919, 0.233, -0.506, 0.533, 0.417, 0.361, 0.447, 0.463, 0.308, 0.366, 0.407, 0.240, 0.366, 0.004, -0.245, 0.249, 0.426, 0.374, 0.316, 0.501, 0.469, 0.370, -1.951, 1.430, -1.275, -1.541, 0.284, -1.490, 1.758, -1.291, -1.833, 0.357, -0.392, 0.511, 0.344, 0.432, 0.214, 0.577, -0.168, 0.532, 0.354, -0.413, 0.464, 0.367, 0.488, 0.682, -0.183, 0.248, 0.459, 0.406, 0.340, 0.364, -1.618, 1.727, -1.881, -0.429, -0.795, -1.485, 1.589, -1.763, -1.755, 0.851, -0.571, 0.184, 0.458, 0.328, 0.559, 0.318, 0.263, 0.498, -0.728, 0.517, 0.250, 0.503, 0.367, 0.427, 0.331, 0.357, 0.354, 0.488, 0.349, 0.338, -2.191, 1.179, -1.643, -0.501, -0.735, -1.623, 1.840, -1.892, -1.817, 1.131, -0.597, 0.669, 0.602, 0.057, 0.303, 0.396, 0.387, 0.420, -0.140, 0.434, 0.420, 0.325, 0.486, 0.394, 0.301, 0.431, 0.172, 0.463, 0.435, 0.251, -1.851, 1.719, -1.657, -1.955, -0.488, -0.071, 1.739, -1.657, -2.233, 0.631, -0.480, 0.428, 0.348, 0.401, 0.409, 0.406, 0.192, 0.572, 0.465, -0.077, 0.486, 0.493, -0.519, 0.508, 0.568, -0.037, 0.364, 0.510, 0.449, 0.345, -1.761, 1.367, -1.829, -1.228, -0.950, -0.895, 1.672, -1.976, -2.012, 0.293, -0.433, 0.407, 0.389, 0.374, 0.410, 0.517, 0.370, 0.381, 0.457, 0.463, 0.330, 0.297, 0.457, 0.641, 0.538, 0.167, 0.282, 0.371, 0.533, 0.392, -1.616, 0.914, -1.777, -0.549, -1.033, -1.285, 2.328, -1.534, -2.047, 1.653, -0.680, 0.420, 0.419, 0.304, 0.516, 0.490, 0.101, -0.620, 0.782, 0.385, 0.434, 0.698, -0.038, -0.611, 0.612, 0.448, 0.357, 0.604, 0.245, 0.093, -1.542, 2.066, -2.098, -2.335, 1.105, -0.462, 1.332, -2.011, -0.770, 0.578, -0.473, 0.403, -0.105, 0.525, 0.446, 0.391, 0.457, 0.427, 0.580, 0.476, -1.025, -0.080, 0.391, 0.190, 0.530, 0.396, 0.562, -0.230, 0.077, 0.331]}



F_max list, top to bottom, in hartree/bohr: 0.108, 0.099